1.
The following is a quantum chemistry calculation of 2 unconnected molecules or ions with the total composition C5H16N2O in a non-equilibrium geometry, from the OMol25 dataset.

XYZ file:
```
24
C5H16N2O ωB97M-V/def2-TZVPD
C 0.106 0.323 -2.748
N -0.385 0.164 -1.397
C -1.832 -0.354 -1.393
C 1.240 -1.809 -1.480
C 0.631 -0.691 -0.714
C 1.579 0.379 0.037
N 0.594 1.208 0.964
H 1.379 0.462 -2.774
H 0.024 -0.434 -3.479
H -0.079 1.342 -3.087
H -2.403 -0.138 -0.365
H -2.449 0.033 -2.228
H -1.894 -1.386 -1.615
H 0.479 -2.188 -2.205
H 2.145 -1.303 -2.141
H 1.595 -2.719 -1.048
H -0.011 -1.209 0.140
H 2.167 1.084 -0.627
H 2.207 -0.005 0.762
H 0.866 2.131 0.891
H -0.293 1.124 0.511
H -1.813 -0.193 5.615
H -2.191 0.837 6.392
O -1.442 0.733 5.759
```

Total charge: +1
HOMO level (spin up / spin down) in eV: -13.52 / -13.52
Expectation value of S²: 0.758
LUMO level (spin up / spin down) in eV: -2.7 / -8.2
Energy above the lowest of the compared OMol25 structures with the same formula, charge and spin in kJ/mol: 344.9
2S+1: 2
E_tot in hartree: -384.41191

2.
The following is a quantum chemistry calculation of a molecular structure, C31H19Br2ClN4O3Pb in a non-equilibrium geometry, from the OMol25 dataset.

XYZ file:
```
61
C31H19Br2ClN4O3Pb ωB97M-V/def2-TZVPD
Pb -0.289 0.312 0.363
C 0.140 -0.718 -4.284
C 1.339 -0.107 -4.669
C 2.113 0.546 -3.729
C 1.631 0.654 -2.414
N 0.436 0.095 -2.055
C -0.350 -0.518 -2.976
C 2.442 1.274 -1.371
C 3.625 1.951 -1.768
C 4.442 2.457 -0.770
C 4.148 2.174 0.551
C 2.920 1.643 0.880
N 2.101 1.135 -0.105
C 2.602 1.277 2.278
C 3.673 0.790 3.064
C 3.512 0.642 4.423
C 2.231 0.899 4.974
C 1.193 1.286 4.068
N 1.342 1.381 2.720
H -0.555 -1.239 -4.999
H 1.683 -0.032 -5.710
H 3.156 0.940 -3.849
H -1.348 -0.858 -2.623
H 3.773 2.129 -2.881
H 5.378 2.967 -1.112
H 4.837 2.512 1.333
H 4.585 0.742 2.567
H 4.356 0.583 5.050
H 2.079 0.969 6.025
H 0.168 1.402 4.437
Br -1.212 5.676 0.232
C -2.501 4.343 -0.099
C -3.813 4.683 -0.021
C -4.910 3.777 -0.135
Br -6.646 4.454 -0.108
C -4.654 2.384 -0.276
C -5.618 1.342 -0.577
C -5.208 0.043 -0.637
C -3.830 -0.186 -0.540
N -2.886 0.709 -0.337
C -3.297 2.010 -0.290
C -2.189 2.993 -0.280
O -0.976 2.711 -0.474
H -3.999 5.752 0.150
H -6.705 1.641 -0.533
H -5.930 -0.781 -0.739
H -3.459 -1.224 -0.458
Cl -0.016 -8.367 0.231
C 0.005 -6.671 0.470
C 1.109 -6.038 0.994
C 1.132 -4.665 1.180
C 0.006 -3.913 0.755
C -1.110 -4.562 0.216
C -1.114 -5.950 0.046
C 0.174 -2.440 0.547
O -0.847 -1.881 -0.013
O 1.241 -1.860 0.865
H 1.971 -6.683 1.347
H 1.957 -4.158 1.550
H -1.964 -3.971 -0.211
H -2.074 -6.459 -0.275
```

Total charge: 0
HOMO level in eV: -6.45
LUMO level in eV: -0.8
Energy above the lowest of the compared OMol25 structures with the same formula, charge and spin in kJ/mol: 21.3
E_tot in hartree: -7438.58059

3.
The following is a quantum chemistry calculation of a molecular structure, C17H35BrClF3NbS in a non-equilibrium geometry, from the OMol25 dataset.

XYZ file:
```
59
C17H35BrClF3NbS ωB97M-V/def2-TZVPD
C 3.798 2.420 0.686
C 3.002 2.504 -0.615
C 3.441 1.467 -1.662
C 2.624 0.183 -1.603
C 3.225 -0.906 -0.693
C 2.215 -2.050 -0.548
C 2.141 -2.707 0.834
C 2.142 -1.754 2.044
C 1.337 -0.462 1.909
C -0.087 -0.528 2.467
C -1.012 -1.333 1.504
Nb -2.752 -0.211 0.597
S -3.300 1.051 2.712
Cl -4.481 -1.870 1.310
C -1.225 1.315 -0.067
C -1.742 2.600 -0.743
C -1.945 3.772 0.185
F -1.445 4.904 -0.345
F -3.249 4.010 0.394
F -1.376 3.639 1.373
C -2.682 -1.345 -1.367
Br -1.969 -3.183 -1.201
C -4.094 -1.381 -2.078
C -4.801 -2.722 -2.173
H 3.564 1.502 1.210
H 3.514 3.258 1.316
H 4.857 2.498 0.467
H 3.155 3.493 -1.039
H 1.934 2.408 -0.444
H 3.234 1.930 -2.626
H 4.514 1.297 -1.627
H 1.623 0.388 -1.248
H 2.501 -0.274 -2.583
H 3.464 -0.420 0.246
H 4.132 -1.286 -1.151
H 2.439 -2.814 -1.287
H 1.216 -1.706 -0.801
H 3.028 -3.336 0.931
H 1.312 -3.402 0.856
H 3.168 -1.579 2.345
H 1.699 -2.308 2.869
H 1.275 -0.072 0.898
H 1.860 0.301 2.490
H -0.079 -0.978 3.459
H -0.408 0.499 2.600
H -0.364 -1.771 0.754
H -1.455 -2.140 2.081
H -3.986 0.894 -0.221
H -3.261 0.121 3.681
H -0.624 0.803 -0.821
H -0.526 1.559 0.724
H -1.037 2.933 -1.501
H -2.673 2.415 -1.256
H -2.006 -0.820 -2.037
H -4.742 -0.753 -1.487
H -3.989 -0.955 -3.073
H -5.813 -2.516 -2.528
H -4.368 -3.391 -2.904
H -4.924 -3.195 -1.214
```

Total charge: -1
HOMO level in eV: -5.18
LUMO level in eV: 2.0
E_tot in hartree: -4457.70496

4.
The following is a quantum chemistry calculation of C4H4OS2 in the gas phase in a non-equilibrium geometry, from the OMol25 dataset.

XYZ file:
```
11
C4H4OS2 ωB97M-V/def2-TZVPD
S -2.701 -0.147 0.437
C -0.943 -0.062 0.355
C -0.032 -0.221 1.303
O 1.234 -0.227 0.802
C 1.106 -0.038 -0.530
S 2.660 -0.086 -1.436
C -0.177 0.124 -0.917
H -2.757 -0.161 1.747
H -0.143 -0.337 2.379
H 2.323 0.880 -2.279
H -0.569 0.274 -1.862
```

Total charge: 0
HOMO level in eV: -8.40
LUMO level in eV: 0.7
Energy above the lowest of the compared OMol25 structures with the same formula, charge and spin in kJ/mol: 58.1
E_tot in hartree: -1026.39243

5.
The following is a quantum chemistry calculation of a gas-phase ion, C3H2NS2 (charge -1) in a non-equilibrium geometry, from the OMol25 dataset.

XYZ file:
```
8
C3H2NS2 ωB97M-V/def2-TZVPD
C 0.861 -0.717 -0.095
C -0.601 1.061 -0.298
C 2.061 0.049 -0.002
N -0.291 -0.114 -0.131
S 3.507 -0.796 -0.025
S 1.908 1.745 0.026
H 0.905 -1.789 -0.162
H -1.249 1.735 0.204
```

Total charge: -1
HOMO level in eV: -3.13
LUMO level in eV: 3.7
Energy above the lowest of the compared OMol25 structures with the same formula, charge and spin in kJ/mol: 203.2
E_tot in hartree: -966.62322

6.
The following is a quantum chemistry calculation of C4H6N2 in the gas phase in a non-equilibrium geometry, from the OMol25 dataset.

XYZ file:
```
12
C4H6N2 ωB97M-V/def2-TZVPD
N -2.463 0.291 -1.525
C -1.705 0.425 -0.561
C -0.904 0.604 0.466
C 0.254 -0.298 0.767
C 1.275 -0.654 -0.254
N 1.567 0.352 0.767
H -2.128 0.779 -2.350
H -1.065 1.486 1.087
H 0.072 -1.046 1.543
H 1.195 -0.275 -1.274
H 1.750 -1.631 -0.170
H 2.150 -0.035 1.505
```

Total charge: 0
HOMO level in eV: -9.00
LUMO level in eV: 1.0
Energy above the lowest of the compared OMol25 structures with the same formula, charge and spin in kJ/mol: 257.2
E_tot in hartree: -265.43762

- total charge of number 1 (C5H16N2O)?
  +1

Please write out number 1 again, unchanged.
The following is a quantum chemistry calculation of 2 unconnected molecules or ions with the total composition C5H16N2O in a non-equilibrium geometry, from the OMol25 dataset.

XYZ file:
```
24
C5H16N2O ωB97M-V/def2-TZVPD
C 0.106 0.323 -2.748
N -0.385 0.164 -1.397
C -1.832 -0.354 -1.393
C 1.240 -1.809 -1.480
C 0.631 -0.691 -0.714
C 1.579 0.379 0.037
N 0.594 1.208 0.964
H 1.379 0.462 -2.774
H 0.024 -0.434 -3.479
H -0.079 1.342 -3.087
H -2.403 -0.138 -0.365
H -2.449 0.033 -2.228
H -1.894 -1.386 -1.615
H 0.479 -2.188 -2.205
H 2.145 -1.303 -2.141
H 1.595 -2.719 -1.048
H -0.011 -1.209 0.140
H 2.167 1.084 -0.627
H 2.207 -0.005 0.762
H 0.866 2.131 0.891
H -0.293 1.124 0.511
H -1.813 -0.193 5.615
H -2.191 0.837 6.392
O -1.442 0.733 5.759
```

Total charge: +1
HOMO level (spin up / spin down) in eV: -13.52 / -13.52
Expectation value of S²: 0.758
LUMO level (spin up / spin down) in eV: -2.7 / -8.2
Energy above the lowest of the compared OMol25 structures with the same formula, charge and spin in kJ/mol: 344.9
2S+1: 2
E_tot in hartree: -384.41191

What did the fifth record say?
The following is a quantum chemistry calculation of a gas-phase ion, C3H2NS2 (charge -1) in a non-equilibrium geometry, from the OMol25 dataset.

XYZ file:
```
8
C3H2NS2 ωB97M-V/def2-TZVPD
C 0.861 -0.717 -0.095
C -0.601 1.061 -0.298
C 2.061 0.049 -0.002
N -0.291 -0.114 -0.131
S 3.507 -0.796 -0.025
S 1.908 1.745 0.026
H 0.905 -1.789 -0.162
H -1.249 1.735 0.204
```

Total charge: -1
HOMO level in eV: -3.13
LUMO level in eV: 3.7
Energy above the lowest of the compared OMol25 structures with the same formula, charge and spin in kJ/mol: 203.2
E_tot in hartree: -966.62322